[1]
{
  "formula": "C8H11NO3",
  "method": "wB97M-V/def2-TZVPD",
  "spin_multiplicity": 1,
  "smiles": "C[C@H]1CC/C(=C2\\O[C@@H]2[N+](=O)[O-])C1",
  "total_charge": 0,
  "total_energy_ev": -16100.5361,
  "fmax_ev_per_a": 6.4,
  "symbols": ["C", "C", "C", "C", "C", "C", "O", "C", "N", "O", "O", "C", "H", "H", "H", "H", "H", "H", "H", "H", "H", "H", "H"],
  "xyz": [[-1.1407, 0.4214, -1.4972], [-0.2526, 0.8307, -0.2764], [-0.9377, 0.5070, 1.0308], [0.2081, 0.0433, 1.9121], [1.1180, -0.7109, 0.9450], [1.6674, -1.8673, 0.9446], [2.2561, -2.7484, 1.7572], [2.8955, -2.5637, 0.4799], [4.2135, -2.1150, 0.5267], [4.9475, -2.3472, -0.4559], [4.7441, -1.6376, 1.5378], [1.0636, 0.0630, -0.3536], [-1.3319, -0.6229, -1.2573], [-0.5043, 0.6520, -2.3729], [-2.0821, 1.0264, -1.6139], [-0.1106, 1.9776, -0.2690], [-1.6765, -0.3056, 0.7577], [-1.4167, 1.4053, 1.4432], [0.0937, -0.6195, 2.7824], [0.6665, 0.9240, 2.1390], [2.8682, -3.2905, -0.3364], [1.9714, 0.7625, -0.5169], [1.1914, -0.5703, -1.2280]],
  "forces_ev_per_angstrom": [[0.6, 1.7, 0.6], [-0.8, 2.5, -1.6], [-1.0, -1.2, -0.1], [-0.3, -3.8, -0.6], [-1.7, 2.9, -0.9], [3.1, -0.5, -0.1], [0.4, -1.5, 0.4], [-3.4, -1.0, -0.7], [6.2, 1.5, 0.7], [-2.1, 0.1, 0.3], [-2.1, -0.3, -0.6], [2.0, 1.2, -0.3], [-0.3, -0.2, -1.0], [-0.6, -0.8, 0.1], [0.8, -0.7, 0.4], [0.2, -1.7, -0.3], [0.5, 0.8, 1.0], [-0.2, -0.6, -0.1], [-0.7, 0.7, 0.0], [1.8, 2.3, 1.2], [-0.4, -0.3, 0.7], [-1.3, -0.8, 0.8], [-0.6, -0.3, -0.1]]
}

[2]
{
  "formula": "C8H11NO4",
  "method": "wB97M-V/def2-TZVPD",
  "spin_multiplicity": 1,
  "total_charge": 0,
  "total_energy_ev": -18148.9605,
  "fmax_ev_per_a": 4.4,
  "symbols": ["C", "C", "C", "C", "C", "C", "C", "C", "N", "O", "O", "O", "O", "H", "H", "H", "H", "H", "H", "H", "H", "H", "H", "H"],
  "xyz": [[-3.4547, -0.8792, -0.5352], [-3.4901, 0.5176, -0.8165], [-2.2327, -1.1987, 0.1331], [-2.3344, 1.0216, -0.2131], [0.7772, 0.7808, 0.1774], [3.2469, 0.6750, 0.7737], [2.2602, -1.1163, -0.6309], [2.0457, 0.0296, 0.2390], [-1.6609, -0.0136, 0.4217], [0.7847, 2.0746, 0.6106], [-1.8947, -2.3485, 0.7390], [-1.8977, 2.2058, -0.1412], [-0.3919, 0.1096, 1.0319], [-4.3047, -1.6235, -0.5444], [-4.2646, 0.8374, -1.5687], [0.1910, 0.8262, -0.7689], [3.9596, 0.6207, -0.0855], [2.8861, 1.6585, 1.0179], [3.7633, 0.1195, 1.7158], [2.7159, -2.0074, -0.1950], [1.3908, -1.4947, -1.1408], [2.9108, -0.9481, -1.4638], [-0.9274, -2.2149, 0.9613], [-0.0784, 2.3680, 0.2826]],
  "forces_ev_per_angstrom": [[-0.6, -0.7, 0.3], [-1.8, -3.6, -1.1], [-2.1, 0.2, 0.6], [1.3, 4.1, 0.3], [-2.4, 0.6, -1.0], [1.0, -1.3, 1.2], [-0.6, -1.7, -0.6], [-0.7, 0.1, 0.1], [2.6, -0.3, 0.1], [1.1, -0.5, 0.2], [1.7, 1.0, -0.5], [-0.2, -1.5, -0.4], [-0.7, -1.0, 0.1], [1.2, 1.0, -0.6], [1.2, 0.6, 1.4], [1.1, -0.9, -0.2], [0.0, 0.5, 0.9], [0.9, 0.7, 0.4], [-1.3, 1.3, -2.1], [0.0, 0.1, 0.6], [-0.9, 0.0, 0.1], [0.8, 0.8, -0.6], [-1.2, -0.4, 0.1], [-0.6, 0.8, 0.3]]
}

[3]
{
  "formula": "C8H11NO5",
  "method": "wB97M-V/def2-TZVPD",
  "spin_multiplicity": 1,
  "smiles": "O=C1CCC(=[N+]([O-])C(O)=C(O)O)CC1",
  "total_charge": 0,
  "total_energy_ev": -20197.4624,
  "fmax_ev_per_a": 4.1,
  "symbols": ["O", "C", "C", "C", "C", "N", "O", "C", "O", "C", "O", "O", "C", "C", "H", "H", "H", "H", "H", "H", "H", "H", "H", "H", "H"],
  "xyz": [[-3.9768, 0.4240, 0.2110], [-2.7946, 0.3794, -0.0769], [-1.7376, 1.2259, 0.5638], [-0.6536, 0.3830, 1.1469], [-0.0681, -0.5992, 0.1166], [1.2065, -1.0427, 0.2599], [1.6034, -2.2015, 0.0357], [2.2736, -0.1245, 0.2553], [3.4638, -0.7556, 0.4568], [2.2764, 1.0863, -0.3280], [3.4966, 1.8061, -0.4016], [1.1490, 1.7651, -0.6264], [-1.1020, -1.5360, -0.4143], [-2.2987, -0.7742, -0.9404], [-1.2653, 1.8636, -0.2015], [-2.2904, 1.8543, 1.3254], [0.2079, 0.9302, 1.8005], [-1.0458, -0.2702, 2.0284], [3.2782, -1.6509, 0.0609], [4.0609, 1.0716, -0.4954], [1.4892, 2.4838, -1.1112], [-1.5759, -2.1249, 0.4711], [-0.5812, -2.3581, -1.0718], [-3.2120, -1.3277, -1.1411], [-1.9035, -0.5078, -1.9236]],
  "forces_ev_per_angstrom": [[0.9, 0.5, -0.3], [-0.2, -1.3, 0.3], [-1.0, 1.9, 0.5], [2.7, -0.8, 2.9], [0.5, -1.1, 2.1], [-2.6, 2.5, -1.0], [-0.3, -2.3, -0.7], [1.1, 0.4, -0.2], [0.3, 0.1, -0.1], [0.6, 0.7, 1.5], [-3.7, 0.1, -0.4], [0.6, -1.2, 0.8], [0.2, -3.0, 1.9], [0.0, 0.4, -1.8], [-0.4, 0.0, 0.2], [0.9, -0.5, -0.8], [-1.9, -0.7, -2.1], [0.2, 0.7, -1.6], [0.1, 0.4, 0.5], [2.2, -1.4, -0.1], [0.2, 2.0, -1.2], [1.3, 0.5, -1.0], [-1.3, 1.8, 0.8], [0.3, -0.6, 0.1], [-0.6, 1.0, -0.2]]
}

[4]
{
  "formula": "C8H11NOS",
  "method": "wB97M-V/def2-TZVPD",
  "spin_multiplicity": 1,
  "total_charge": 0,
  "total_energy_ev": -22842.9872,
  "fmax_ev_per_a": 6.6,
  "symbols": ["C", "C", "C", "C", "C", "C", "C", "C", "N", "O", "S", "H", "H", "H", "H", "H", "H", "H", "H", "H", "H", "H"],
  "xyz": [[-0.1374, -1.5172, -0.2243], [1.7549, -0.3116, 2.2054], [0.6557, -0.4923, 0.2398], [-1.1199, -1.4194, -1.3062], [-1.1605, -0.0907, -2.0225], [-0.9996, 1.0438, -0.9696], [0.4170, 0.8015, -0.4908], [1.4037, 1.6153, -0.4950], [1.6879, -0.7633, 1.0719], [-0.8928, 0.6924, 2.2791], [0.3551, 0.6105, 3.1262], [-0.1255, -2.4629, 0.2639], [2.4802, -0.3621, 2.9473], [-0.8875, -2.2061, -2.0346], [-2.1083, -1.5629, -0.9170], [-0.2578, 0.1052, -2.6121], [-2.1124, -0.0897, -2.4416], [-1.1919, 2.0318, -1.2998], [-1.6349, 0.8437, -0.0885], [0.1694, -0.5463, 3.7408], [1.2195, 2.5798, -0.8724], [2.4852, 1.5005, -0.1000]],
  "forces_ev_per_angstrom": [[1.5, 1.4, 1.6], [-2.6, 1.5, 1.2], [-4.3, -2.4, -4.4], [0.5, 0.2, -0.7], [1.5, 1.1, 1.8], [0.5, -2.3, 1.1], [-0.9, -1.9, 2.5], [4.0, 2.6, 0.3], [2.0, 0.0, 0.3], [1.0, 0.5, 0.7], [-1.0, 0.2, -2.0], [0.4, -0.8, 0.4], [2.0, -0.7, 0.8], [-0.3, -0.1, 0.1], [-0.7, -0.5, 0.3], [-0.7, -0.6, -1.0], [-1.3, 0.6, -1.7], [0.1, 0.9, -0.6], [0.0, 0.2, -0.3], [0.2, -0.9, 1.0], [0.0, 1.3, -0.6], [-2.1, -0.4, -0.6]]
}

[5]
{
  "formula": "C8H11O2Si",
  "method": "wB97M-V/def2-TZVPD",
  "spin_multiplicity": 1,
  "total_charge": -1,
  "total_energy_ev": -20445.0675,
  "fmax_ev_per_a": 4.4,
  "symbols": ["C", "C", "C", "C", "C", "C", "C", "C", "O", "O", "Si", "H", "H", "H", "H", "H", "H", "H", "H", "H", "H", "H"],
  "xyz": [[3.2192, 0.2988, -1.0996], [1.4152, 2.0667, 1.4774], [-0.1405, -2.7535, -0.1439], [1.9583, 0.5186, -1.4273], [1.2676, 0.7211, 1.2761], [0.6170, -1.6995, 0.1915], [-4.8511, -0.3020, -0.0697], [-4.1167, 0.7397, 0.0791], [-0.9638, 0.6169, -0.7574], [-5.5367, -1.2199, -0.2463], [0.4265, 0.0901, -0.4171], [4.1039, 0.6632, -1.5273], [3.3934, -0.2540, -0.1577], [1.9829, 2.5500, 2.2779], [0.7639, 2.6573, 0.8385], [-0.0947, -3.8259, 0.0370], [-0.8909, -2.5733, -0.9582], [1.7211, 1.1477, -2.4877], [1.8296, -0.0124, 1.7977], [1.4009, -1.8323, 0.9928], [-2.9972, 0.6493, -0.1846], [-4.5082, 1.7535, 0.5088]],
  "forces_ev_per_angstrom": [[-0.8, -1.0, 1.8], [-0.9, -2.2, 0.2], [-0.7, 0.7, -2.0], [-1.0, 1.7, -4.0], [-0.4, 2.9, -1.4], [0.3, -1.4, 0.5], [-0.5, 0.2, -0.1], [1.9, 2.8, 0.7], [-1.5, 0.6, -0.9], [-0.4, -0.9, -0.1], [1.9, -0.5, 3.0], [0.9, 0.5, -1.1], [0.0, 0.2, -0.4], [-0.1, -0.1, -0.2], [0.3, 0.5, 0.1], [0.4, 0.2, 0.9], [0.4, 0.0, 0.8], [0.8, -1.6, 2.8], [0.6, -0.3, 1.0], [-0.7, -0.2, -0.9], [-1.3, 0.2, 0.3], [0.7, -2.3, -0.9]]
}

[6]
{
  "formula": "C8H12",
  "method": "wB97M-V/def2-TZVPD",
  "spin_multiplicity": 1,
  "total_charge": 0,
  "total_energy_ev": -8484.7359,
  "fmax_ev_per_a": 3.6,
  "symbols": ["C", "C", "C", "C", "C", "C", "C", "C", "H", "H", "H", "H", "H", "H", "H", "H", "H", "H", "H", "H"],
  "xyz": [[-1.4611, 1.3712, 1.4903], [-1.8271, 0.3711, 0.5053], [1.8436, -1.0651, -0.3894], [0.6278, -0.2788, 0.0305], [-0.9341, -0.2807, -0.2672], [2.5363, 0.1944, -0.1974], [-1.4208, -1.2091, -1.3238], [3.0867, 1.3430, 0.1000], [-0.8540, 0.9286, 2.3340], [-2.2808, 2.0812, 1.9089], [-2.9759, 0.2488, 0.5018], [2.1624, -1.7886, 0.2851], [1.8186, -1.4201, -1.4092], [0.6800, -0.1422, 1.0976], [-1.2432, -2.1921, -0.9868], [-0.7649, -0.9689, -2.2874], [-2.4877, -0.9473, -1.5851], [-0.7715, 1.9739, 1.0450], [4.1578, 1.3834, 0.1292], [2.5279, 2.3023, 0.3099]],
  "forces_ev_per_angstrom": [[-0.8, 0.4, 3.3], [-1.7, -0.6, -0.4], [-1.1, 0.6, -0.8], [-0.2, 0.8, 1.2], [1.3, 0.3, -0.2], [-3.3, 1.4, -0.2], [0.6, 2.4, -2.6], [-0.8, 0.4, 0.0], [-0.9, 0.3, -0.3], [1.2, -1.6, -0.7], [2.0, -0.5, -0.9], [0.5, -1.7, 1.0], [0.2, -0.1, -0.3], [0.2, 0.0, 0.4], [-0.1, -1.4, -0.1], [-1.4, -0.9, 1.8], [1.1, -0.8, 0.3], [2.0, 2.1, -1.2], [0.6, 0.2, 0.0], [0.6, -1.3, -0.2]]
}